No. 1
The following is a DFT calculation (the ωB97M-V functional and the def2-TZVPD basis) of 2 unconnected molecules or ions with the total composition C5H12N4O3Si in a non-equilibrium geometry.

```
25
Properties=species:S:1:pos:R:3:forces:R:3:mulliken_charge:R:1
Si 1.38197 0.23297 -0.23614 -1.0 -1.8 1.9 -0.028
O 2.68098 0.15229 0.77347 1.3 -0.3 -0.7 -0.161
O 1.32657 -0.16614 -1.78062 1.3 0.3 -1.4 -0.252
O 0.70177 1.63556 0.10916 -0.5 1.7 -0.1 -0.124
N -3.92066 -1.12979 -1.15547 0.9 -0.8 2.0 -0.340
N -2.26700 0.12637 -0.54238 0.2 1.5 -0.1 0.040
N -3.07641 -0.13683 -1.47612 -0.3 -0.3 -1.3 -0.435
N -2.58831 -0.62225 0.50577 -1.0 -1.7 -1.2 0.326
C -1.90870 -0.46751 1.64882 1.4 0.2 1.3 -0.442
C -3.55447 -1.49631 0.09919 -1.7 1.2 -1.2 -0.072
C 0.37585 2.29436 1.33115 -0.1 0.3 0.2 -0.651
C 3.99294 -0.53322 0.64537 -2.7 0.2 3.9 -0.610
C 0.33013 -0.49799 -2.77394 -2.8 0.9 4.6 -0.420
H 0.99107 3.28717 1.42138 -1.6 -1.7 -0.3 0.228
H 4.48690 -0.40769 1.67547 -0.6 -0.2 -1.7 0.196
H -4.20384 -2.13640 0.71468 1.0 0.3 -0.2 0.371
H -0.34428 -1.24065 -2.19363 0.9 0.8 -1.7 0.169
H -0.29670 0.41164 -2.91508 0.4 -0.7 -0.2 0.243
H 0.69135 1.65617 2.19256 -0.3 0.5 -0.5 0.307
H 0.73304 -0.83275 -3.66077 1.1 -0.9 -1.6 0.294
H -1.27781 0.41929 1.68905 -0.3 -0.5 0.1 0.205
H 3.77677 -1.56779 0.45913 0.4 -0.5 -0.3 0.286
H -0.78510 2.38490 1.33081 2.1 0.5 0.2 0.264
H -1.71685 -1.35431 2.22052 -0.1 0.0 0.4 0.307
H 4.47081 -0.01109 -0.08239 1.9 0.9 -2.1 0.297
```
Positions in Å, forces in eV/Å.

Properties
HOMO energy (spin up / spin down) in eV: -6.19 / -8.51
Energy above the lowest of the compared OMol25 structures with the same formula, charge and spin in kJ/mol: 369.08
Kohn-Sham gap (spin up / spin down) in Ha: 0.1957 / 0.3163


No. 2
The following is a DFT calculation (the ωB97M-V functional and the def2-TZVPD basis) of C3H5N3 in the gas phase in a non-equilibrium geometry.

```
11
Properties=species:S:1:pos:R:3:forces:R:3:mulliken_charge:R:1
N 0.51990 0.31482 0.42620 0.1 -0.5 -0.3 -0.487
N -1.22306 1.50632 0.07320 0.3 0.0 0.1 -0.475
N -1.87366 -1.83028 -1.01360 0.5 1.0 0.4 -0.339
C 1.58631 -0.56997 0.12528 0.2 -0.5 0.0 -0.732
C -0.67875 0.26684 -0.02529 0.8 -0.2 0.2 0.522
C -1.36481 -0.87882 -0.59536 -0.3 -0.8 -0.5 0.100
H -0.30727 1.80531 0.57521 -2.3 1.5 -0.2 0.377
H 2.23990 -0.62500 0.99865 0.0 -0.2 -0.2 0.222
H -2.21735 1.65766 0.23153 0.6 0.1 0.4 0.243
H 1.23261 -1.56418 -0.14990 0.2 -0.2 -0.1 0.314
H 2.17017 -0.14712 -0.70476 -0.1 -0.2 0.1 0.254
```
Positions in Å, forces in eV/Å.

Properties
SMILES: C/N=C(/N)C#N
HOMO energy in eV: -9.46
Energy above the lowest of the compared OMol25 structures with the same formula, charge and spin in kJ/mol: 189.50
Kohn-Sham gap in Ha: 0.3628


No. 3
The following is a DFT calculation (the ωB97M-V functional and the def2-TZVPD basis) of a molecular structure, C4H3DyLiO in a non-equilibrium geometry.

```
10
Properties=species:S:1:pos:R:3:forces:R:3:mulliken_charge:R:1
Dy -0.87368 -0.75334 0.08988 2.5 -0.2 -1.9 1.323
O 2.73742 1.42969 -0.77183 -0.2 0.2 0.1 -0.612
C 1.84674 0.76457 -1.21175 -0.5 -0.3 -0.2 0.440
C -3.05143 -0.02954 1.11529 0.8 -3.9 5.8 -0.266
C -2.53112 -0.85168 1.96384 -4.4 4.5 -3.0 -0.380
C 0.84901 0.05339 -1.57818 -0.2 0.0 0.5 -0.709
Li 3.45852 3.08682 -0.40302 0.1 -0.1 -0.1 0.966
H -2.76896 -1.31505 2.92949 1.0 -0.5 -0.3 0.468
H 0.71655 -0.31455 -2.59687 0.1 0.1 0.2 0.383
H -3.94473 0.59455 0.99016 0.7 0.3 -1.1 0.387
```
Positions in Å, forces in eV/Å.

Properties
HOMO energy (spin up / spin down) in eV: -16.09 / -16.12
Spin multiplicity: 7
Energy above the lowest of the compared OMol25 structures with the same formula, charge and spin in kJ/mol: 0.00
⟨S²⟩: 12.062
Kohn-Sham gap (spin up / spin down) in Ha: 0.2198 / 0.2254
Total charge: +2


No. 4
The following is a DFT calculation (the ωB97M-V functional and the def2-TZVPD basis) of 9 unconnected molecules or ions with the total composition C36H99N9O9 in a non-equilibrium geometry.

```
153
Properties=species:S:1:pos:R:3:forces:R:3:mulliken_charge:R:1
O -6.09114 -8.55283 2.97672 1.9 0.0 -0.2 -0.340
O 1.29273 8.13157 -3.44092 -0.4 1.1 0.5 -0.302
O 5.70014 -7.45821 -1.52221 1.0 1.0 0.9 -0.302
O -9.04870 0.95264 2.46480 0.5 1.1 0.7 -0.318
O 9.42000 9.68908 5.51285 -0.1 -2.3 -0.8 -0.310
O -4.59541 -5.17908 -5.48263 1.9 0.6 -0.3 -0.306
O 7.22267 2.88453 -6.31283 0.6 -0.4 0.8 -0.359
O -0.96650 1.39840 0.74252 0.2 0.7 -1.8 -0.257
O -3.49680 -2.26857 8.95198 -1.4 0.6 -2.6 -0.356
N 2.06416 0.53181 -1.27326 -0.9 -0.2 -1.7 -0.627
N 3.02364 -9.90202 -1.29751 -2.3 -0.3 -0.8 -0.778
N -7.86502 -0.32707 0.17344 -0.2 -0.3 -0.6 -0.745
N 9.71918 6.69196 5.80562 -0.3 -0.7 0.5 -0.737
N -4.67115 -1.35572 -5.31445 -1.0 -1.1 0.7 -0.646
N -5.49115 -6.09066 1.77659 0.3 0.2 1.4 -0.677
N -3.59287 -1.71289 5.22144 -2.2 0.4 -1.7 -0.659
N 3.88703 10.81274 -3.59102 -0.9 -0.1 0.2 -0.699
N 3.56439 3.40840 -5.88290 0.9 -0.8 -0.8 -0.746
C -5.07736 -3.88605 -5.16674 -0.1 1.0 -0.7 -0.591
C 8.41440 6.45526 3.72430 0.4 0.0 0.5 -1.322
C -4.08338 -2.39393 7.60005 2.2 0.2 -0.4 -0.615
C -4.64241 -7.27687 1.53697 -0.7 -0.1 -0.2 0.450
C -4.65606 -8.36501 2.74392 -1.3 1.9 -2.5 -0.633
C 4.88505 3.19835 -6.61507 -1.0 -0.2 2.4 0.862
C 8.85899 10.94643 5.55055 -0.2 0.8 -0.4 -0.713
C -6.26293 -9.27048 4.15991 -1.1 -0.2 0.5 -0.753
C -3.05369 -1.94233 6.48096 2.5 0.2 2.4 0.263
C 9.22022 7.36913 4.63599 0.6 1.9 0.4 0.295
C -2.26818 -0.69129 6.93357 0.2 0.3 1.5 -1.300
C -4.20179 -2.70675 -5.73206 0.7 0.3 -0.4 0.306
C 7.35188 1.46865 -6.15544 0.2 0.6 -0.1 -0.714
C -3.33026 -6.84914 0.89435 0.6 -0.9 -0.2 -1.366
C 0.08802 1.54412 -0.24999 -0.2 1.0 -0.2 -0.670
C -9.81961 0.39125 1.43156 -2.3 -0.8 1.3 -0.894
C -0.12084 8.05155 -3.31371 -0.2 0.3 0.3 -0.807
C 4.52065 -8.13943 -1.91730 1.8 -0.4 0.7 -0.572
C -9.21422 0.24799 0.04187 0.1 0.3 2.2 0.451
C -1.87550 2.49264 0.57611 0.1 1.1 0.6 -0.837
C -9.64111 1.01408 3.80502 1.2 -0.3 -0.9 -0.738
C -2.70087 -2.89063 -5.39443 -1.1 -0.3 -0.8 -1.243
C -10.13389 -0.57759 -0.88713 1.3 0.1 -1.0 -1.267
C 4.89821 4.09270 -7.79200 -0.4 1.6 -1.5 -1.425
C 4.01744 -9.03581 -0.73970 1.0 -0.8 0.0 0.353
C 6.08371 3.37217 -5.65714 -1.0 0.7 -1.1 -0.814
C 1.74384 9.50255 -3.49982 0.2 -0.3 -1.0 -0.714
C 3.25012 9.54895 -3.24625 -0.3 -0.1 1.2 0.474
C -2.80449 -3.40289 9.36199 -0.5 -0.2 1.9 -0.740
C 5.01955 -10.07744 -0.17451 1.3 2.7 0.3 -1.411
C 6.24996 -6.41194 -2.32005 -0.6 -0.2 -0.3 -0.787
C 2.05052 0.61450 1.08329 -0.7 -0.8 1.3 -1.373
C 3.51622 9.32703 -1.75419 -0.3 -1.5 -0.3 -1.290
C 1.15894 0.52162 -0.15833 1.2 -0.7 2.9 0.430
C 8.48531 8.68407 5.03933 0.2 -0.3 -0.5 -0.657
C -5.53046 -6.19195 -5.27599 -0.8 0.8 1.2 -0.720
H 1.65203 -0.08154 -1.96179 0.1 0.2 -0.7 0.263
H -5.13822 -7.20810 -5.23468 0.5 0.3 -1.0 0.261
H 8.91316 6.46530 6.37047 -0.1 -0.4 0.4 0.255
H 5.42299 5.04558 -7.72344 1.0 -0.3 0.5 0.333
H -11.18281 -0.75748 -0.65149 0.1 0.5 0.4 0.350
H 4.53608 -10.65034 0.61679 0.0 -0.3 -0.4 0.408
H -4.95759 -1.76503 7.43162 -0.1 0.1 0.8 0.402
H -5.89529 -6.08477 -4.25446 -0.6 0.1 0.2 0.300
H -5.28766 -7.62084 0.72862 0.6 -1.5 -0.1 0.129
H 6.15530 4.44542 -5.48072 0.5 0.1 0.1 0.374
H 1.57551 9.85712 -4.51670 -0.1 0.1 -0.4 0.325
H 2.37880 1.58014 1.46781 0.1 0.2 -0.7 0.298
H 4.91048 -8.87204 -2.62398 -0.8 -0.1 -0.9 0.192
H -6.02470 -8.63011 5.00919 0.3 -0.3 0.3 0.306
H -5.01292 -5.35551 2.27754 0.6 0.3 0.0 0.232
H 3.62534 11.07938 -4.52938 0.5 0.1 -0.2 0.236
H -7.40574 0.03652 0.99622 0.1 0.7 0.0 0.307
H 3.14039 8.33919 -1.48772 -0.5 -0.1 0.1 0.311
H -4.90303 -1.36209 -4.33144 0.0 0.1 0.2 0.239
H -4.12840 -7.96270 3.60868 -0.2 -0.1 0.3 0.366
H 3.66541 8.74236 -3.85044 0.0 -0.4 0.1 0.218
H -10.02953 -0.15516 -1.88651 -0.6 0.4 0.0 0.327
H 2.86992 -0.09580 0.97310 0.4 0.4 -0.2 0.415
H 10.21720 7.38256 6.34889 0.3 0.0 0.2 0.318
H 6.67512 0.95065 -6.83497 0.3 -0.2 -0.3 0.276
H 7.67515 5.96133 4.35490 -0.4 0.0 -0.2 0.308
H 7.09791 1.11980 -5.15450 0.0 0.3 0.3 0.328
H 7.95233 6.97237 2.88336 -0.1 0.0 0.2 0.375
H -4.21591 -9.29895 2.39445 0.1 -0.1 0.1 0.364
H -1.39399 -1.04492 7.48023 -0.1 0.4 0.5 0.253
H 8.24898 11.05877 6.44687 -0.3 0.3 0.0 0.263
H -2.69890 -3.06953 -4.31920 0.7 0.0 0.0 0.281
H -0.43681 7.04233 -3.57780 0.0 0.2 -0.2 0.246
H -6.13605 -6.41234 2.48422 -0.8 0.0 -0.1 0.263
H -2.70586 2.48883 1.28221 0.3 -0.6 0.3 0.284
H 7.71197 8.50084 5.78531 0.0 -0.2 0.5 0.309
H 7.25628 -6.19358 -1.96265 -0.1 -0.2 0.1 0.256
H 3.43185 4.36912 -5.60084 0.2 0.2 -0.1 0.218
H -9.70114 -1.55058 -1.11974 0.2 -0.3 0.7 0.351
H -2.77400 -7.66917 0.44022 -0.2 -0.6 0.2 0.387
H -5.19908 -3.75146 -4.09194 0.0 -0.1 0.4 0.349
H -9.69492 -0.00352 4.19190 -0.1 0.0 0.2 0.308
H 10.15309 7.74651 4.21713 -0.1 0.0 -1.0 0.331
H 9.04877 5.66249 3.32784 0.1 0.1 0.0 0.335
H -6.34772 -5.99577 -5.97004 -0.3 -0.8 -0.1 0.297
H -4.32675 -3.44507 7.44524 -0.3 0.0 -0.1 0.318
H -5.75263 -10.23357 4.17175 0.6 0.1 0.1 0.294
H -2.35001 2.73985 -0.37353 0.2 -1.3 -0.8 0.335
H 3.50943 2.85943 -5.03689 0.1 -0.2 0.1 0.222
H -1.87218 0.06349 6.25416 -0.1 -0.8 -1.2 0.443
H -1.74462 -3.46873 9.11613 -0.1 0.0 -0.6 0.257
H 3.86058 -7.38196 -2.33999 -0.7 -0.6 0.1 0.381
H 2.98634 10.06325 -1.14981 0.4 0.1 0.0 0.304
H 5.80178 -9.49213 0.30881 0.5 -0.3 0.2 0.301
H -2.27253 -2.69429 6.36934 -0.1 -0.5 0.2 0.270
H 5.69260 -5.47542 -2.33906 -0.5 0.1 0.8 0.300
H 3.49419 -10.68586 -1.72678 0.2 0.1 -0.5 0.304
H -10.15771 -0.56538 1.82987 -0.2 -0.6 -0.3 0.409
H 5.90871 2.89964 -4.69060 0.0 -0.3 0.1 0.364
H -0.24704 1.45802 -1.28363 -0.9 0.1 -0.1 0.320
H 8.29573 11.11928 4.63352 -0.5 0.1 0.1 0.318
H 0.56322 2.52336 -0.19214 -0.2 0.4 0.3 0.310
H -10.58759 1.52110 3.99266 -0.4 0.0 -1.1 0.300
H -10.71035 1.01004 1.32303 -0.5 0.1 -0.1 0.325
H -1.35821 3.44094 0.72187 0.4 0.1 0.6 0.340
H 3.68336 -8.45376 0.11920 -0.5 0.2 -0.3 0.354
H -7.31101 -9.55051 4.26580 -0.2 0.3 -0.2 0.264
H 2.98423 0.14797 -1.11128 -0.1 0.1 0.6 0.255
H -2.94731 -1.11043 4.73112 0.3 -0.3 -0.5 0.257
H 9.64581 11.69961 5.50906 0.2 -0.1 0.4 0.257
H 4.87295 10.62482 -3.47813 0.2 0.5 -0.5 0.261
H 0.58660 -0.38603 0.03321 0.2 -0.8 -0.6 0.170
H 1.52601 0.16251 1.92512 -0.3 0.2 0.2 0.344
H -4.32174 -1.04607 5.43169 -0.9 0.2 -0.6 0.282
H 6.28097 -6.61240 -3.39101 0.3 -0.8 -0.2 0.320
H 4.98310 2.16742 -6.95518 -0.7 -0.1 0.0 0.127
H -3.36884 -4.32149 9.20149 0.2 -0.2 -0.7 0.333
H -8.01252 -1.27911 0.47669 0.0 -0.6 -0.3 0.269
H -2.86591 -3.30895 10.44619 0.5 -0.1 0.3 0.289
H -9.18975 1.31474 -0.18069 0.6 -0.1 -1.2 0.315
H -2.28495 -3.70620 -5.98599 0.0 -0.4 0.5 0.290
H 3.91763 4.54208 -7.94888 -0.5 -0.7 -0.2 0.453
H -4.01004 -0.60506 -5.45424 0.3 -0.3 -0.2 0.237
H 5.20442 3.61600 -8.72318 0.0 0.0 0.1 0.261
H -0.67238 8.83293 -3.83654 0.3 -0.2 -1.2 0.339
H -8.94430 1.61478 4.38959 0.3 -0.3 -0.1 0.252
H 8.41040 1.26432 -6.31632 -0.2 -0.3 -0.3 0.240
H 2.51797 -10.39131 -0.57294 -0.4 0.3 0.3 0.292
H 1.14927 10.18254 -2.88976 0.1 -0.2 0.6 0.376
H -6.05054 -3.77057 -5.64390 -0.4 0.1 0.2 0.333
H -2.86576 -0.01660 7.54660 -0.2 -0.3 0.7 0.307
H -2.12205 -2.02595 -5.71911 -0.1 0.3 0.4 0.420
H -0.52805 8.29070 -2.33131 0.7 -0.4 0.8 0.326
H -3.52069 -6.23886 0.01152 -0.2 0.5 0.4 0.367
H 5.48417 -10.62157 -0.99680 -0.2 -0.4 0.2 0.389
H 4.56846 9.18995 -1.50497 0.2 0.8 -0.1 0.394
H -4.39243 -2.67478 -6.80478 0.4 -0.5 -0.2 0.192
H 7.91799 8.99203 4.16103 0.2 0.7 -0.3 0.374
H -2.57303 -6.42156 1.55153 -0.4 0.5 0.2 0.345
```
Positions in Å, forces in eV/Å.

Properties
SMILES: COC[C@H](C)N.COC[C@H](C)N.COC[C@H](C)N.COC[C@H](C)N.COC[C@H](C)N.COC[C@H](C)N.COC[C@H](C)N.COC[C@H](C)N.COC[C@H](C)N
HOMO energy in eV: -8.86
Energy above the lowest of the compared OMol25 structures with the same formula, charge and spin in kJ/mol: 710.82
Kohn-Sham gap in Ha: 0.3406


No. 5
The following is a DFT calculation (the ωB97M-V functional and the def2-TZVPD basis) of 2 unconnected molecules or ions with the total composition C9H14O2 in a non-equilibrium geometry.

```
25
Properties=species:S:1:pos:R:3:forces:R:3:mulliken_charge:R:1
O 3.00530 -0.84208 0.06915 -0.7 -4.3 3.9 -0.572
O -2.19605 -0.32219 -2.20417 -0.9 -1.1 -1.5 -0.541
C -0.67656 1.72354 0.34582 -1.2 -1.9 -1.1 -0.473
C -1.26257 1.25432 -0.85349 1.4 2.2 0.7 -0.401
C -1.77641 -0.02433 -0.96288 -1.7 0.0 0.6 0.584
C 1.80064 -1.40275 -0.51821 1.6 0.4 0.1 0.627
C -1.39741 -0.36519 1.34453 -1.9 -2.4 1.9 -0.544
C -0.85812 0.85529 1.48487 2.0 3.7 -0.8 0.965
C 2.06370 -0.89402 -1.86530 -1.8 1.4 -3.1 -1.453
C -2.02624 -0.79858 0.16216 1.6 -1.9 -0.1 -0.483
C -0.31733 1.42531 2.77404 -1.9 -3.1 0.4 -1.544
H 0.70546 1.40957 2.69419 2.7 0.3 0.0 0.365
H -0.55692 0.67581 3.57706 0.0 1.2 -0.3 0.323
H -2.37287 -1.89092 0.09679 0.3 1.9 0.0 0.209
H 1.48723 -0.00238 -2.13737 -0.3 0.1 0.4 0.366
H 0.81072 -1.08237 -0.10946 1.0 -0.1 0.1 -0.307
H -1.33814 1.97735 -1.69463 0.3 -1.0 0.3 0.338
H 1.79501 -1.55029 -2.63869 -0.5 -1.2 -1.2 0.401
H 3.06179 -0.58412 -2.12815 0.7 -0.4 0.5 0.442
H -0.06483 2.65548 0.27727 -0.9 -0.7 0.7 0.320
H 1.88300 -2.51643 -0.49136 0.1 0.9 0.4 0.250
H 3.13834 0.01992 -0.16793 0.0 3.3 -1.1 0.285
H -0.66673 2.40893 2.93047 -0.5 0.9 0.5 0.397
H -1.45119 -1.02814 2.30002 0.0 1.2 -1.8 0.117
H -2.78981 -1.10175 -2.28473 0.8 0.7 0.6 0.330
```
Positions in Å, forces in eV/Å.

Properties
SMILES: Cc1ccc(O)cc1.CCO
HOMO energy in eV: -8.50
Energy above the lowest of the compared OMol25 structures with the same formula, charge and spin in kJ/mol: 272.06
Kohn-Sham gap in Ha: 0.3397